No. 1
C21H74N16O16 | ωB97M-V/def2-TZVPD

Properties
energy = -79574.0369 eV

The geometry in ORCA input format:
```
! wB97M-V def2-TZVPD RIJCOSX def2/J DEFGRID3
* xyz 0 1
C 3.650 -0.659 -2.851
C 3.767 -2.034 -2.204
O 3.618 -1.750 -0.829
H 2.846 -0.019 -2.615
H 3.751 -0.748 -3.915
H 4.538 0.031 -2.647
H 4.703 -2.585 -2.471
H 2.983 -2.692 -2.594
H 2.941 -1.061 -0.715
C -4.431 -0.790 -5.780
C -3.547 -1.187 -4.687
O -3.283 -0.165 -3.737
H -4.525 -1.559 -6.548
H -4.200 0.141 -6.298
H -5.395 -0.559 -5.353
H -2.590 -1.584 -5.059
H -4.002 -2.022 -4.230
H -2.758 -0.513 -3.084
C 4.343 1.652 3.232
C 4.707 0.369 2.603
O 3.706 -0.034 1.608
H 4.113 2.385 2.512
H 5.108 2.036 3.842
H 3.380 1.513 3.793
H 4.829 -0.451 3.356
H 5.623 0.432 2.085
H 4.096 -0.848 1.256
C 5.204 2.511 -1.671
C 4.742 1.786 -0.471
O 3.643 2.534 -0.079
H 5.662 3.431 -1.435
H 4.419 2.576 -2.395
H 5.983 1.935 -2.068
H 5.412 1.866 0.406
H 4.486 0.714 -0.658
H 3.132 1.888 0.491
C -2.498 -1.063 6.241
C -2.627 -0.138 5.030
O -1.881 -0.646 3.942
H -1.416 -1.347 6.353
H -2.963 -1.940 6.065
H -2.959 -0.514 7.039
H -2.330 0.802 5.417
H -3.733 -0.057 4.723
H -2.092 -1.604 3.845
C 1.626 -1.450 3.845
O 0.804 -1.485 4.960
N 1.549 -0.468 3.019
N 2.317 -2.452 3.387
H 0.900 0.281 3.393
H 2.389 -0.140 2.529
H 2.366 -3.304 3.970
H 3.191 -2.296 2.887
C 0.453 0.169 -0.278
O 1.816 0.284 -0.503
N -0.427 0.237 -1.257
N -0.078 -0.231 0.837
H -0.063 0.481 -2.242
H -1.311 -0.356 -1.262
H 0.543 -0.382 1.728
H -1.128 -0.167 1.084
C -2.728 -2.910 -1.212
O -2.444 -1.585 -1.619
N -1.856 -3.860 -1.056
N -3.969 -3.343 -1.131
H -0.818 -3.532 -0.921
H -2.014 -4.860 -1.023
H -4.726 -2.607 -1.055
H -4.174 -4.158 -0.615
C -2.687 2.723 -0.779
O -3.272 1.994 -1.754
N -1.651 2.361 -0.108
N -3.249 3.741 -0.209
H -1.242 1.445 -0.486
H -0.739 3.010 -0.178
H -4.161 4.114 -0.537
H -3.000 4.042 0.745
C -3.846 -0.192 1.109
O -4.379 -1.223 1.925
N -4.397 0.251 0.032
N -2.748 0.424 1.477
H -5.129 -0.322 -0.329
H -4.010 0.930 -0.685
H -2.488 0.225 2.460
H -2.458 1.281 0.914
C 0.801 2.490 2.869
O 1.457 2.856 1.712
N -0.148 1.624 2.912
N 1.053 2.946 4.064
H -0.345 1.152 2.008
H -0.815 1.526 3.654
H 1.605 3.818 4.129
H 0.893 2.414 4.932
C 0.486 3.934 -1.541
O -0.526 4.309 -2.432
N 1.529 3.223 -1.764
N 0.380 4.159 -0.260
H 1.653 2.896 -2.735
H 2.266 2.907 -1.088
H -0.374 4.863 -0.015
H 0.937 3.789 0.527
C 1.082 -3.524 -0.039
O 1.515 -4.853 0.028
N 1.007 -2.622 0.902
N 0.544 -3.061 -1.161
H 1.467 -2.818 1.794
H 0.554 -1.733 0.897
H 0.640 -3.584 -2.074
H 0.341 -2.046 -1.123
C 0.371 -1.153 -3.989
O 0.388 0.253 -3.902
H -0.445 -1.533 -3.354
H 1.205 -1.504 -3.452
H 0.331 -1.555 -4.991
H 0.927 0.580 -4.628
C -1.724 2.584 -4.587
O -2.261 1.654 -5.465
H -0.808 3.015 -5.044
H -1.413 2.136 -3.680
H -2.455 3.335 -4.363
H -2.601 0.957 -4.889
C -1.874 -3.175 2.318
O -1.431 -3.264 3.664
H -1.271 -3.862 1.771
H -1.667 -2.251 1.838
H -2.907 -3.424 2.282
H -1.244 -4.153 3.816
*
```

These are the Mulliken partial charges, in e, on atoms 1 to 4: -0.96, -0.08, -0.60, 0.13

***

No. 2
C21H78N14O16 | ωB97M-V/def2-TZVPD

Properties
energy = -76661.4943 eV

The geometry in ORCA input format:
```
! wB97M-V def2-TZVPD RIJCOSX def2/J DEFGRID3
* xyz 0 1
C -6.977 4.132 -4.477
C -6.093 3.554 -3.399
C -6.279 2.009 -3.045
O -7.589 1.574 -2.656
C -8.302 2.226 -1.537
N -4.688 3.875 -3.657
H -8.008 3.823 -4.302
H -6.760 3.647 -5.429
H -6.792 5.200 -4.589
H -6.421 4.111 -2.521
H -5.554 1.605 -2.339
H -6.014 1.429 -3.929
H -9.217 1.702 -1.261
H -8.581 3.232 -1.853
H -7.674 2.382 -0.660
H -4.567 4.747 -4.152
H -4.290 3.107 -4.177
C 4.049 0.234 -2.396
C 4.509 -0.087 -3.891
C 3.517 0.226 -5.036
O 3.885 -0.371 -6.283
C 3.099 0.198 -7.402
N 5.746 0.705 -4.033
H 3.410 1.115 -2.453
H 4.877 0.437 -1.715
H 3.623 -0.697 -2.023
H 4.764 -1.144 -3.976
H 3.421 1.306 -5.144
H 2.508 -0.163 -4.893
H 2.048 0.189 -7.112
H 3.209 -0.410 -8.300
H 3.319 1.235 -7.657
H 5.460 1.671 -4.097
H 6.005 0.388 -4.957
C 0.243 -1.675 3.787
C 0.719 -1.258 2.403
C -0.308 -0.371 1.653
O 0.018 -0.220 0.317
C -0.763 0.709 -0.392
N 2.046 -0.675 2.373
H -0.753 -2.107 3.882
H 0.212 -0.772 4.397
H 0.964 -2.300 4.313
H 0.853 -2.148 1.789
H -0.304 0.551 2.234
H -1.224 -0.958 1.719
H -0.637 1.738 -0.054
H -1.793 0.352 -0.408
H -0.470 0.715 -1.442
H 2.086 -0.097 1.545
H 2.679 -1.442 2.194
C -4.009 2.132 3.859
C -3.243 3.425 3.552
C -4.136 4.655 3.385
O -3.470 5.810 2.747
C -3.606 5.754 1.323
N -2.362 3.745 4.617
H -4.595 2.112 4.778
H -3.301 1.304 3.872
H -4.657 1.889 3.017
H -2.766 3.234 2.590
H -4.410 4.932 4.403
H -5.088 4.509 2.874
H -4.621 5.893 0.949
H -3.140 4.864 0.900
H -2.960 6.525 0.903
H -2.080 4.711 4.526
H -1.457 3.301 4.551
O 3.367 -5.063 6.733
H 2.992 -5.912 6.965
H 4.233 -5.270 6.382
O -3.031 -5.801 6.770
H -3.265 -5.183 6.078
H -3.831 -5.896 7.287
O 1.592 1.121 7.793
H 1.522 0.182 7.964
H 1.914 1.492 8.615
O 2.062 2.530 4.294
H 2.037 2.075 5.136
H 1.844 1.856 3.651
O -4.605 -2.760 -0.160
H -5.501 -2.844 -0.487
H -4.082 -2.570 -0.939
O 3.495 -2.581 9.486
H 2.616 -2.282 9.718
H 3.385 -3.020 8.642
O -4.762 -2.967 3.545
H -4.874 -2.499 2.717
H -5.208 -3.803 3.410
C -0.175 -3.171 -4.272
O -0.927 -2.376 -4.721
N 0.485 -4.037 -5.023
N 0.185 -3.319 -3.002
H 1.285 -4.592 -4.754
H 0.105 -4.010 -5.958
H 0.912 -3.918 -2.637
H -0.083 -2.534 -2.426
C 2.631 -6.342 -0.458
O 3.500 -6.141 -1.304
N 1.645 -7.214 -0.611
N 2.572 -5.834 0.718
H 1.678 -7.839 -1.404
H 0.988 -7.230 0.156
H 1.806 -6.016 1.350
H 3.355 -5.232 0.931
C 6.505 3.009 2.826
O 7.477 3.447 2.240
N 5.457 3.658 3.153
N 6.531 1.906 3.473
H 5.439 4.654 2.987
H 4.697 3.114 3.538
H 5.683 1.534 3.875
H 7.454 1.511 3.578
C -2.321 1.976 -7.130
O -2.708 3.099 -7.445
N -1.552 1.742 -6.092
N -2.746 0.834 -7.539
H -1.524 0.771 -5.815
H -0.935 2.484 -5.797
H -2.665 0.157 -6.795
H -3.621 0.917 -8.037
C 7.176 -2.866 0.529
O 6.428 -3.058 1.521
N 6.995 -3.344 -0.663
N 8.158 -2.007 0.593
H 6.224 -3.979 -0.813
H 7.659 -3.168 -1.403
H 8.277 -1.485 1.449
H 8.741 -1.930 -0.228
*
```

These are the Mulliken partial charges, in e, on atoms 1 to 4: -1.42, 0.65, -0.69, -0.40

***

Calculated energy relative to the best compared isomer or geometry (same formula, charge and spin) in order - 48.6, 42.9 kcal per mole
Calculated LUMO level in order - 0.02, -0.16 eV
Calculated HOMO in order - -8.4, -9.2 eV